Computed, not measured: a 3-piece molecular cluster, C13H20IO10 overall in a non-equilibrium geometry, with ωB97M-V/def2-TZVPD.

```
44
Properties=species:S:1:pos:R:3:forces:R:3
O 4.461810 2.932260 2.421547 -2.55 -4.37 -0.99
C 3.814060 1.912321 2.056383 2.57 4.87 -1.26
I 2.963591 0.669611 3.629523 -0.01 -0.05 -0.22
C 3.603199 1.574722 0.509449 -0.25 -0.87 0.50
C 4.051725 0.062571 0.105861 -1.97 0.72 0.22
C 2.976046 -0.499037 -0.959810 2.88 1.00 0.12
O 2.170293 -1.613275 -0.471810 -1.91 1.35 0.35
C 1.107276 -1.171439 0.379596 -0.36 -1.77 0.82
O 0.187324 -0.265564 -0.270693 0.49 -0.08 1.41
C -0.643286 0.428858 0.679335 -0.21 1.26 -0.68
C -0.939384 1.897135 0.044639 0.13 0.32 0.47
O 0.192015 2.410284 -0.717046 -0.44 0.10 0.92
H 2.479255 1.760896 0.289772 1.37 -0.32 0.50
H 4.164906 2.377979 -0.085264 -0.60 -0.96 1.27
H 4.044960 -0.574901 1.062232 -0.08 0.68 -1.32
H 3.597750 -0.913844 -1.840869 -1.30 0.16 1.24
H 2.378054 0.376550 -1.380782 0.28 -1.26 0.55
H 0.494669 -2.122361 0.630121 0.99 1.10 -0.39
H 1.477672 -0.788080 1.404956 -0.31 0.02 -1.79
H -1.644125 -0.127556 0.825489 1.51 0.82 0.02
H -0.102807 0.610276 1.665596 -0.63 -0.54 -1.11
H -1.842489 1.872710 -0.649791 1.29 -0.05 0.87
H -1.132668 2.665908 0.875609 0.01 -1.51 -1.18
H 0.688136 3.017081 -0.127274 -0.42 -0.73 -0.57
C -5.817519 4.329694 0.617186 -0.61 0.46 0.18
C -5.189609 3.901284 -0.675286 -0.18 0.13 -0.77
O -3.927583 3.394770 -0.265581 -0.13 -0.02 0.50
C -4.046900 3.025494 1.039189 0.86 -0.66 0.59
O -3.221384 2.407989 1.643796 -1.07 0.49 -0.25
O -5.229352 3.450400 1.565535 0.32 -0.13 -0.25
H -6.903188 4.222728 0.609653 0.12 -0.09 0.17
H -5.563777 5.359545 0.885024 0.02 -0.06 -0.03
H -5.749251 3.100556 -1.167611 0.03 0.03 0.05
H -5.067328 4.729603 -1.374545 0.18 -0.14 0.05
C 1.117003 -4.527584 -1.624382 0.21 0.98 -0.18
C 2.105791 -5.652444 -1.640474 0.72 0.01 -0.40
O 1.613381 -6.525335 -0.631286 -0.58 0.03 0.13
C 0.282165 -6.273058 -0.496741 -0.61 -0.28 0.40
O -0.470777 -6.946237 0.148285 0.51 0.37 -0.42
O -0.082142 -5.161381 -1.188365 0.07 -0.82 0.30
H 0.982094 -4.076668 -2.608226 -0.18 -0.04 0.15
H 1.384315 -3.745134 -0.909431 0.04 -0.01 -0.15
H 2.117743 -6.187224 -2.595406 -0.03 -0.02 0.05
H 3.118334 -5.320103 -1.408103 -0.12 -0.13 0.13
```
Positions in Å, forces in eV/Å.

Values from the calculation:
Calculated total energy, eV: -42377.236
F_max, hartree/bohr: 0.1099
Gap between HOMO and LUMO, eV: 3.94
2S+1: 1
HOMO, eV: -2.07
Energy relative to the best compared isomer or geometry (same formula, charge and spin), eV: 0.000
Charge: -1

=====

Computed, not measured: C13H20MoNOS9Sb as an isolated structure in a non-equilibrium geometry, with ωB97M-V/def2-TZVPD.

```
46
Properties=species:S:1:pos:R:3:forces:R:3
Mo 0.553883 0.470577 0.077334 0.02 1.45 -0.21
C 2.387061 -1.607237 -1.790036 0.08 0.05 0.03
C 3.227994 -0.334980 -1.801384 0.02 -0.08 0.08
S 3.004785 0.821815 -0.395070 -0.01 -0.18 -0.21
C 3.970791 0.097348 0.946299 -0.07 -0.11 0.05
C 3.188623 -0.815254 1.893319 0.00 -0.08 -0.14
S 1.567292 -1.387734 1.311444 0.03 0.00 -0.05
C -0.080500 -2.909057 3.883185 -0.10 -0.12 0.07
C -1.216989 -3.393498 3.408375 0.05 0.02 0.07
S -1.373333 -0.807944 0.782230 -0.13 -0.36 -0.16
C -1.614333 -1.891727 -0.684296 0.12 0.13 0.17
C -0.305098 -2.477906 -1.207640 -0.06 -0.03 0.05
S 0.667622 -1.085278 -1.821961 -0.10 -0.13 0.06
H 2.548736 -2.216083 -0.900936 0.07 -0.03 -0.03
H 2.584543 -2.171302 -2.703233 0.01 0.04 -0.02
H 2.952331 0.269822 -2.670322 0.01 -0.03 -0.02
H 4.291946 -0.569829 -1.854515 0.01 0.04 0.01
H 4.358218 0.964231 1.481720 0.08 -0.03 0.02
H 4.812851 -0.412991 0.477803 0.01 0.00 0.01
H 3.024492 -0.302684 2.841608 0.01 0.04 0.00
H 3.767351 -1.720823 2.081320 0.04 0.03 0.13
H -0.002478 -1.893713 4.251861 -0.01 0.00 -0.07
H 0.824755 -3.504438 3.902847 -0.01 0.02 0.00
H -2.112970 -2.787528 3.355785 0.03 0.00 -0.01
H -1.283017 -4.403535 3.019784 0.00 0.02 0.01
H -2.100814 -1.338542 -1.489412 -0.04 -0.07 -0.03
H -2.269412 -2.707592 -0.377032 -0.03 0.01 0.00
H -0.495256 -3.130105 -2.061864 0.00 0.03 0.00
H 0.261375 -2.983796 -0.424978 -0.04 -0.03 0.02
O -1.396015 3.140770 1.141760 0.03 0.00 0.05
N -1.695464 2.576125 2.241185 0.00 0.02 -0.08
C -2.947773 2.734216 2.753319 0.08 -0.07 0.10
C -3.330293 2.151647 3.938051 -0.01 0.08 -0.10
C -2.422198 1.378670 4.645260 0.03 -0.04 0.04
C -1.155798 1.217855 4.118827 0.02 -0.09 0.01
C -0.780524 1.803227 2.916252 0.11 -0.05 -0.05
S 0.836940 1.626722 2.263999 -0.39 0.07 -0.35
H -3.581864 3.355139 2.141671 0.00 -0.01 -0.04
H -4.338833 2.311385 4.293712 0.00 0.00 -0.01
H -2.696541 0.906170 5.578566 0.01 0.00 -0.01
H -0.413273 0.614910 4.623291 -0.01 0.01 -0.01
S -1.844587 -1.462940 -4.204857 0.00 0.11 -0.07
Sb -0.929039 0.625506 -4.446038 0.07 -0.28 -0.40
S -1.112713 1.406632 -1.559064 0.29 0.01 0.62
S 0.718931 2.243473 -1.476503 -0.12 -0.51 0.51
S 1.350293 0.394076 -4.704366 -0.12 0.16 -0.03
```
Positions in Å, forces in eV/Å.

Values from the calculation:
Calculated total energy, eV: -123255.748
F_max, hartree/bohr: 0.0285
Gap between HOMO and LUMO (spin up / spin down), eV: 4.98 / 5.08
2S+1: 2
HOMO (spin up / spin down), eV: -4.02 / -4.01
Energy relative to the best compared isomer or geometry (same formula, charge and spin), eV: 1.231
Charge: -1
<S²>: 0.765

=====

Computed, not measured: one molecule with the formula C13H20N2O3S2 in a non-equilibrium geometry, with ωB97M-V/def2-TZVPD.

```
40
Properties=species:S:1:pos:R:3:forces:R:3
C -4.409529 -1.367781 -1.582403 -0.09 0.01 -0.11
C -4.049319 -1.832977 -0.191656 0.31 0.77 0.28
S -3.328050 -0.436188 0.720471 -0.10 -0.86 -0.21
O -2.955338 -0.908666 2.028023 0.18 -0.14 -0.13
O -4.230930 0.675334 0.641225 0.00 0.19 -0.33
N -1.971757 -0.120411 -0.216142 -0.95 -0.17 0.51
C -1.826635 1.236956 -0.700606 -0.24 0.67 -0.23
C -1.258404 2.167640 0.369835 0.20 -0.09 -0.20
C 0.051867 1.626111 0.950697 -0.14 0.01 -0.07
C 1.200592 1.678498 -0.053413 -0.07 0.23 0.75
O 1.069701 1.727556 -1.258236 -0.13 -0.05 -0.54
N 2.418941 1.666837 0.539332 0.39 0.17 0.21
C 3.644707 1.520851 -0.224426 -0.12 0.02 -0.06
C 4.137612 0.111628 -0.175123 0.33 -0.10 0.19
C 3.730304 -0.940529 -0.935401 0.05 0.27 0.04
C 4.351193 -2.157439 -0.574293 0.09 -0.15 0.11
C 5.214931 -2.014431 0.461499 0.10 0.22 0.26
S 5.289506 -0.391172 1.021019 -0.35 -0.15 -0.52
C -0.146580 0.174156 1.415014 0.00 -0.04 -0.09
C -0.736860 -0.676476 0.289610 0.41 -0.40 0.44
H -3.512019 -1.060951 -2.113264 0.02 0.00 -0.12
H -4.902908 -2.157724 -2.144814 -0.01 -0.04 -0.02
H -5.077885 -0.513433 -1.510918 -0.10 0.03 -0.12
H -4.917660 -2.149971 0.379593 -0.02 0.00 0.17
H -3.298710 -2.617159 -0.187337 0.09 -0.12 0.07
H -2.816880 1.577566 -1.000746 0.14 0.12 -0.12
H -1.162426 1.216364 -1.567668 -0.15 -0.05 0.09
H -1.992175 2.255118 1.174198 0.02 0.09 0.02
H -1.091290 3.154079 -0.064758 -0.06 0.04 0.03
H 0.335088 2.238568 1.814788 0.02 -0.07 -0.08
H 2.485395 1.542894 1.537455 -0.14 0.01 -0.07
H 3.396054 1.793793 -1.253710 0.15 0.02 0.17
H 4.397967 2.208232 0.169354 -0.07 0.00 -0.13
H 3.014500 -0.842073 -1.731663 -0.16 0.07 -0.17
H 4.163281 -3.094010 -1.067646 0.00 -0.18 -0.07
H 5.820147 -2.760299 0.936938 0.11 -0.21 0.05
H 0.800016 -0.262530 1.742047 -0.01 -0.02 0.04
H -0.847389 0.155556 2.251223 0.12 0.00 0.02
H -0.953912 -1.679272 0.659823 0.25 -0.04 -0.06
H -0.035160 -0.744247 -0.547915 -0.08 -0.07 0.01
```
Positions in Å, forces in eV/Å.

Values from the calculation:
Calculated total energy, eV: -44599.098
SMILES: CCS(=O)(=O)N1CCC(C(=O)NCc2cccs2)CC1
F_max, hartree/bohr: 0.0212
Gap between HOMO and LUMO, eV: 9.60
2S+1: 1
HOMO, eV: -9.02
Energy relative to the best compared isomer or geometry (same formula, charge and spin), eV: 0.441

=====

Computed, not measured: one molecule with the formula C13H20N2OS in a non-equilibrium geometry, with ωB97M-V/def2-TZVPD.

```
37
Properties=species:S:1:pos:R:3:forces:R:3
C 0.514410 1.180662 2.014421 3.90 -2.46 -11.71
C 1.671593 0.016978 1.757509 -6.83 -1.51 5.85
C 3.014805 0.466532 2.207614 1.49 -4.80 -7.69
C 1.173462 -1.016013 2.999865 0.34 -1.86 0.05
C 1.347090 -0.860225 0.570098 9.29 1.99 -3.73
C 0.178104 -1.607747 0.294263 -4.90 2.79 5.81
C -0.426611 -1.499183 -0.995064 -0.21 -5.85 -4.04
C -0.738037 -0.251156 -1.557630 5.02 5.00 3.39
C 0.333917 0.664521 -1.114736 1.14 -2.31 -2.84
S 0.199678 2.261441 -1.760565 -2.82 -1.47 0.57
C -1.522144 1.825105 -2.081246 0.52 2.92 -2.66
N -2.313188 2.857131 -2.673191 -3.13 -3.54 -1.50
C -1.849381 0.454631 -1.984959 0.90 4.00 1.02
C -3.171716 0.044665 -2.251420 -2.35 -0.53 -8.87
N -3.575155 -1.122349 -1.873840 -0.28 -3.40 5.36
O -3.737949 0.329944 -3.383712 0.56 2.68 2.22
C 1.779034 0.113105 -0.725002 -5.35 4.86 5.69
H 0.788241 1.931195 1.160079 -0.61 -0.44 1.98
H 0.516814 1.512114 2.872361 0.50 3.53 8.65
H -0.443681 0.889979 1.733272 -1.63 -0.99 -0.36
H 3.305672 1.286508 1.576975 0.79 0.26 -0.51
H 3.730843 -0.541909 2.030724 -1.37 2.90 0.36
H 3.141305 0.752812 3.113158 0.09 1.63 6.21
H 0.071300 -1.518259 3.117476 2.57 1.62 -0.87
H 1.474687 -0.750480 4.026947 -0.34 0.77 -0.38
H 1.901193 -1.847713 2.833069 -0.77 -0.13 0.10
H 2.309096 -1.614236 0.390078 -1.99 1.32 1.20
H 0.202305 -2.523340 0.857716 -0.25 -0.80 -0.57
H -0.670053 -0.926225 0.971626 1.76 -1.97 -1.29
H -1.267054 -2.142772 -1.138376 -1.06 -0.70 0.85
H 0.198280 -2.161630 -1.689598 0.07 1.13 0.09
H -1.983640 3.715005 -3.152520 0.28 -1.38 0.80
H -3.147925 2.263932 -3.287013 2.83 2.21 1.98
H -3.023691 -1.259374 -0.998057 -1.60 -1.40 -0.41
H -4.532444 -1.555790 -2.029132 2.04 1.27 0.19
H 2.143277 -0.440776 -1.433864 2.41 -2.80 -4.14
H 2.407562 1.072920 -0.397326 -1.01 -2.50 -0.79
```
Positions in Å, forces in eV/Å.

Values from the calculation:
Calculated total energy, eV: -29660.297
SMILES: CC(C)(C)[C@H]1CCc2c(sc(N)c2C(N)=O)C1
F_max, hartree/bohr: 0.2448
Gap between HOMO and LUMO, eV: 7.77
2S+1: 1
HOMO, eV: -7.21
Energy relative to the best compared isomer or geometry (same formula, charge and spin), eV: 9.487

=====

Computed, not measured: C13H20N2PdS4 as an isolated structure in a non-equilibrium geometry, with ωB97M-V/def2-TZVPD.

```
40
Properties=species:S:1:pos:R:3:forces:R:3
Pd -0.185512 -1.352827 0.920690 0.98 0.17 -0.95
C 0.658485 0.914953 3.297013 1.13 -1.03 -0.44
C -0.697406 1.353737 2.968019 -2.36 0.49 -1.04
S -1.226014 0.768534 1.253398 -0.04 1.95 -0.42
C -2.938390 0.232971 1.521150 0.02 1.49 0.65
C -3.004515 -0.868407 2.499475 -0.63 -1.19 1.93
S -1.878433 -2.208341 1.993511 -1.95 -2.08 0.30
C -1.266112 -2.665033 3.610501 0.64 -0.08 0.39
C -0.230115 -1.637261 4.118588 0.23 0.15 0.90
S 0.879082 -0.873117 2.888475 1.50 0.16 1.18
H 0.861528 0.967026 4.360036 0.12 0.40 0.17
H 1.426650 1.468165 2.715137 -0.37 -0.46 0.44
H -0.824769 2.441924 2.969719 0.15 -0.18 0.04
H -1.457213 0.936005 3.636527 0.29 0.11 0.09
H -3.359859 -0.119016 0.585057 0.16 0.35 -0.34
H -3.471264 1.130633 1.880726 -0.18 -0.49 -0.27
H -3.983608 -1.389513 2.487931 0.27 0.72 0.16
H -2.805309 -0.542914 3.579230 -0.16 -0.46 -1.52
H -0.711888 -3.610049 3.460823 -0.41 0.37 -0.08
H -2.089381 -2.890050 4.332696 0.62 0.46 -0.49
H 0.504354 -2.187857 4.681581 -0.01 -0.25 0.71
H -0.610593 -0.836847 4.784031 -0.10 -0.49 -0.42
N -1.317942 -0.777154 -1.864194 -1.08 -0.13 -0.22
C -0.045628 -0.575153 -2.073787 3.57 0.49 0.71
S 1.201490 -1.043559 -1.001191 -1.12 -0.21 -0.32
N 0.327997 0.112947 -3.173904 -1.16 -0.42 0.19
C 1.549884 0.649649 -3.606171 -0.60 -0.18 -2.06
C 1.451380 0.887662 -5.005572 -0.24 -0.56 0.41
C 2.452896 1.490031 -5.714071 -0.63 -0.07 -2.03
C 3.538829 2.002944 -5.031472 0.56 -0.46 0.59
C 3.686845 1.698058 -3.675483 -0.72 0.07 -0.94
C 2.742152 0.941545 -2.970651 0.53 -0.19 0.45
H -1.588960 -1.032455 -0.934869 0.06 -0.65 0.72
H -2.019971 -0.607168 -2.540376 -0.48 0.32 -0.66
H -0.439486 0.271708 -3.818124 0.42 0.20 0.00
H 0.592184 0.423961 -5.520331 0.48 0.51 0.16
H 2.347660 1.493858 -6.855670 0.37 0.32 1.85
H 4.345585 2.465527 -5.572441 0.11 0.32 0.00
H 4.544400 2.072785 -3.164123 0.58 -0.10 0.31
H 3.040969 0.492100 -2.021884 -0.57 0.64 -0.12
```
Positions in Å, forces in eV/Å.

Values from the calculation:
Calculated total energy, eV: -63605.075
F_max, hartree/bohr: 0.0715
Gap between HOMO and LUMO, eV: 6.05
2S+1: 1
HOMO, eV: -5.59
Energy relative to the best compared isomer or geometry (same formula, charge and spin), eV: 0.824

=====

Computed, not measured: C13H20N8OsS2 as an isolated structure in a non-equilibrium geometry, with ωB97M-V/def2-TZVPD.

```
44
Properties=species:S:1:pos:R:3:forces:R:3
Os -0.035854 0.022406 0.220938 0.03 -1.08 -0.52
N -1.200265 1.805403 0.776627 -0.03 -0.21 0.08
C -2.634730 1.492221 0.510057 0.13 -0.16 -0.09
C -2.900558 0.107277 1.069367 0.19 0.18 0.01
N -1.959121 -0.836507 0.393501 0.49 0.21 -0.09
H -1.070795 1.990970 1.767825 0.03 0.06 0.09
H -0.922136 2.655150 0.295506 -0.03 0.06 -0.09
H -2.761689 1.484323 -0.573167 -0.07 0.06 -0.02
H -3.308655 2.238894 0.925430 0.03 0.00 0.10
H -3.931469 -0.213229 0.934736 -0.03 0.04 -0.07
H -2.667494 0.077883 2.133080 -0.05 0.01 0.04
H -2.337864 -1.094728 -0.514353 0.01 -0.01 -0.03
H -1.900124 -1.700847 0.928054 0.01 0.00 0.00
S 1.127535 -1.808212 -0.358342 -0.35 0.87 -0.75
C 2.398196 -0.975588 -1.265942 1.12 0.46 -0.23
S 2.246198 -1.432290 -2.875705 -0.97 -0.34 1.07
C 3.271266 -0.081843 -0.708199 -0.35 -0.04 0.16
C 4.211189 0.621941 -1.517618 0.26 0.06 -0.15
N 4.970347 1.183930 -2.175957 -0.25 -0.09 0.10
C 3.220280 0.184629 0.694871 -0.01 -0.03 -0.01
N 3.111723 0.382101 1.823582 -0.05 0.00 0.10
C 2.130461 -1.320722 4.877325 -0.02 0.05 0.00
N 0.760896 -0.866625 4.558514 -0.05 -0.01 -0.03
C -0.233821 -0.830271 5.643098 0.03 -0.04 -0.04
C 0.436726 -0.587404 3.342657 0.21 0.16 0.12
N 0.201571 -0.301733 2.241412 -0.33 -0.10 -0.05
H 2.111682 -2.378048 5.137259 0.00 0.01 0.00
H 2.496086 -0.737598 5.720013 0.00 0.00 0.00
H 2.776761 -1.150095 4.022176 0.01 0.01 -0.04
H -0.427246 -1.839800 6.003506 0.01 0.01 0.00
H -1.157747 -0.386816 5.281994 -0.01 -0.01 0.00
H 0.159950 -0.221890 6.454861 0.00 0.00 0.00
C -0.916543 0.528552 -5.267002 0.01 0.00 0.03
N -0.478860 0.853922 -3.905216 -0.01 -0.06 0.09
C 0.358646 1.880397 -3.549557 0.03 0.02 0.08
C 0.534372 1.790882 -2.205286 0.03 0.10 -0.06
N -0.190368 0.710897 -1.737411 0.00 -0.07 0.34
C -0.778625 0.166957 -2.800629 -0.02 -0.03 -0.16
H -0.550759 1.300463 -5.935921 0.00 0.01 -0.01
H -2.001957 0.503374 -5.310533 -0.01 0.00 0.00
H -0.503838 -0.431910 -5.565831 0.01 0.00 0.00
H 0.752618 2.576145 -4.272057 -0.01 -0.04 0.04
H 1.137148 2.409823 -1.559192 -0.01 -0.03 -0.02
H -1.396332 -0.716979 -2.803862 0.04 0.01 -0.01
```
Positions in Å, forces in eV/Å.

Values from the calculation:
Calculated total energy, eV: -49847.528
F_max, hartree/bohr: 0.0289
Gap between HOMO and LUMO (spin up / spin down), eV: 5.26 / 5.24
2S+1: 1
HOMO (spin up / spin down), eV: -14.35 / -14.32
Energy relative to the best compared isomer or geometry (same formula, charge and spin), eV: 0.678
Charge: +2